# 1
Below is C32H44GeN7O6PS2Ti as an isolated structure in a non-equilibrium geometry, with properties calculated with ωB97M-V/def2-TZVPD.

Calculated values
**⟨S²⟩**: 2.318
**Multiplicity**: 3
**Orbital gap (alpha / beta)**: 4.529 / 5.535 eV
**HOMO level (alpha / beta)**: -0.38 / -1.39 eV
**Net charge**: -2
**Relative energy (zero: lowest compared OMol25 entry of this formula, charge and spin)**: 227.3 kJ/mol
**DFT total energy**: -167202.46597 eV

Structure (XYZ):
```
94
Properties=species:S:1:pos:R:3:forces:R:3
H -1.23844 2.83992 -1.31777 0.1 0.0 0.0
C 1.63023 -4.22353 -3.50412 0.1 -0.1 -0.1
N 1.85658 -1.91523 1.47594 0.1 0.0 -0.1
N -0.43231 0.05901 -3.54812 0.6 -0.5 0.0
H 1.12320 -1.64368 -4.57465 0.1 -0.1 -0.1
H 2.48143 3.53045 0.27152 0.1 0.0 0.0
H 1.96487 -6.31622 -3.29705 0.0 0.0 0.0
N 0.67987 -3.11961 -1.58777 -0.1 0.0 -0.3
O 0.98207 -0.99160 0.93830 0.4 -0.7 1.2
S -2.01776 -2.19365 1.14931 -0.3 -0.2 0.1
S -5.03326 -2.24082 0.77972 0.3 -0.1 0.1
H 3.64378 -3.31063 2.79682 0.0 0.0 0.0
C -3.32267 2.43927 3.00656 0.0 0.1 0.0
C 1.10827 -5.45808 -1.50858 0.0 -0.1 -0.1
C -4.53468 -5.11299 0.58737 0.1 0.0 0.0
O -3.37936 -4.32869 0.84378 -0.2 0.0 -0.1
H -1.12062 4.92948 0.00360 0.0 0.0 0.0
C 2.12601 0.54230 -1.53480 -0.6 -0.4 0.1
N -1.83819 -0.10529 -1.70781 0.0 0.2 0.0
H 0.27355 -4.24681 0.06866 0.0 0.0 0.0
Ti 1.02957 -1.02673 -0.93453 0.4 1.1 -1.1
O -0.19132 1.61752 2.42211 -0.1 0.0 0.0
C 2.85342 -2.91797 3.41948 0.0 -0.1 0.3
C -0.38443 4.72566 -0.77703 0.0 0.1 0.0
H 0.82195 2.96314 4.45373 0.0 0.0 0.0
C 0.92985 -1.80703 -3.52231 -0.5 -0.4 0.1
N 2.82441 -2.46738 0.66051 -0.2 0.0 0.1
C 1.60997 -5.41056 -2.81849 0.0 0.0 0.0
H -0.69960 5.21535 -1.70433 0.0 0.0 0.1
C 1.18959 1.64061 2.79759 0.0 -0.1 -0.1
H -2.56480 3.84897 -5.96981 0.0 0.0 0.1
C -3.00408 0.10635 -1.23577 0.0 0.0 0.0
C 3.34291 3.35728 -0.37963 -0.2 0.2 0.0
P -0.65155 1.32991 0.87351 0.2 0.6 -0.2
C -3.48767 -2.97305 0.93220 -0.1 0.2 -0.1
C -4.08540 3.46584 -4.49168 0.2 0.1 -0.2
C 4.21488 0.72467 1.04462 -0.2 -0.2 0.2
H 4.99479 1.80964 -2.80186 0.0 0.0 0.1
C -3.57713 1.74186 -2.89879 -0.2 0.0 0.1
H 0.00862 -1.46608 5.59264 0.0 0.0 0.0
H 4.23872 3.78128 0.08841 -0.1 0.0 -0.1
H -1.00756 2.13322 -5.04449 0.0 0.0 0.0
H -0.01459 -1.10401 3.15509 0.0 0.0 0.0
H 2.18559 0.74376 -2.61078 -0.1 0.0 0.0
O -2.13059 2.07326 0.93736 -0.1 -0.1 0.3
H -5.40442 2.87266 -2.90642 0.0 0.0 0.0
H 4.31063 1.53724 1.77205 0.0 -0.1 0.0
H 1.83988 -2.76354 6.66898 0.0 0.0 0.0
C 1.13280 -3.06127 -2.88032 -0.3 0.3 -0.2
C 5.19722 1.37912 -1.81484 0.2 -0.1 -0.2
H -3.32519 -0.41512 -0.33022 0.1 0.1 -0.1
H -4.76411 4.22145 -4.86827 0.0 0.0 0.0
C -1.46630 0.48104 -2.92353 -0.9 0.4 0.2
C 0.81483 -1.87092 4.98977 0.0 0.0 -0.2
H 6.01400 1.94082 -1.34573 -0.1 -0.1 0.0
Ge 3.58363 1.41966 -0.68089 0.1 0.1 0.1
C -1.97946 2.30658 -4.59763 0.1 0.1 -0.2
H 3.63570 -3.71272 5.24002 0.0 0.0 0.0
H -2.38743 2.55362 3.55815 -0.1 0.0 0.0
O 0.14297 2.61291 0.21892 -0.2 0.2 0.2
C 1.82944 -2.15776 2.82070 0.1 0.1 -0.3
C 2.83856 -3.12713 4.79309 0.1 0.0 -0.3
H 3.15781 3.87418 -1.32846 0.0 0.0 0.1
H 1.98861 -4.16319 -4.52466 0.0 0.0 0.0
C -0.26942 3.23290 -0.99398 0.0 -0.3 -0.1
O 2.70057 -1.93994 -0.55747 0.6 -0.2 0.9
H -2.80614 0.51696 2.15894 0.0 0.0 -0.1
C 0.66770 -4.27960 -0.94056 0.0 0.2 0.1
H 0.47174 2.99403 -1.76253 0.0 0.0 0.0
H 0.73508 1.23375 4.85019 0.0 0.0 0.0
C -2.33215 1.53203 -3.50102 0.2 -0.4 0.3
H 1.64531 0.66869 2.61060 0.0 0.0 -0.1
C 1.26880 1.98329 4.26243 -0.1 0.1 0.1
H -3.64408 3.42621 2.66184 0.0 0.0 0.0
H -4.03786 1.39167 1.26169 0.0 0.0 0.0
N -3.91581 0.95365 -1.80451 0.0 0.1 -0.2
C 1.83461 -2.60359 5.59708 -0.1 0.1 0.0
H -4.15774 -6.09850 0.31468 0.0 0.0 0.0
N 0.18437 -0.92984 -2.82981 0.2 -0.1 -1.0
H 1.05808 -6.38314 -0.95256 0.0 0.0 0.0
H 5.19100 0.25228 0.90860 0.0 0.0 0.0
H -5.13429 -4.69334 -0.21750 0.0 0.0 -0.1
H -4.81573 1.05712 -1.37084 0.0 0.0 0.1
C 0.79418 -1.65007 3.62263 -0.1 0.0 0.2
H 3.54097 -0.03146 1.45322 0.1 0.1 0.0
C -3.11041 1.51452 1.82637 0.1 -0.1 -0.1
H 1.71441 2.38263 2.19323 0.0 0.0 0.0
H -4.08839 2.03037 3.67343 0.0 0.0 0.0
C -2.84828 3.26170 -5.10393 0.0 0.0 0.1
C -4.44681 2.71522 -3.39213 0.0 -0.2 0.2
H 2.31242 1.99790 4.58566 0.0 0.0 0.0
H 0.57695 5.14180 -0.46570 0.0 0.0 0.0
H 5.51665 0.34098 -1.95426 0.0 0.1 0.0
H -5.16297 -5.18496 1.47686 0.0 0.0 0.0
```
Forces are in eV/Å.

=====

# 2
Below is C32H44N2O2PdSSe as an isolated structure in a non-equilibrium geometry, with properties calculated with ωB97M-V/def2-TZVPD.

Calculated values
**Orbital gap (alpha / beta)**: 5.861 / 5.860 eV
**HOMO level (alpha / beta)**: -7.23 / -7.23 eV
**Net charge**: 0
**DFT total energy**: -120634.24526 eV

Structure (XYZ):
```
83
Properties=species:S:1:pos:R:3:forces:R:3
H 4.04890 4.12629 -0.77461 0.0 0.0 0.0
Se 0.21244 -1.94241 -1.46203 -0.9 0.0 0.1
H -3.38737 -1.98392 1.96988 0.0 0.0 0.1
H 2.30541 4.37811 -0.88134 0.0 0.0 0.0
H 4.04791 -0.10747 1.27247 0.0 0.0 0.0
H -3.84009 -1.35926 3.56401 0.0 0.0 0.0
H 2.63528 1.04409 3.07303 0.0 0.0 0.0
H 4.45495 -1.82285 1.43128 0.0 0.0 0.0
C -2.11474 -3.60064 3.70043 -0.1 0.1 0.0
C -0.67114 -2.25262 1.22805 -0.3 -0.3 0.1
C -3.01207 -3.03239 -4.09015 -0.2 0.1 0.2
C 3.08271 3.61934 -0.79355 0.0 0.0 0.0
C 2.96883 0.25823 3.75226 0.1 0.0 0.0
C -1.60467 -1.46305 4.86136 0.0 0.0 0.0
C 1.68180 1.91015 -1.94620 -0.1 0.0 0.0
C 3.02863 2.62031 -1.95935 0.1 0.0 0.0
H 4.15651 1.10909 -0.86064 0.0 0.0 0.0
C 1.55068 0.54223 -1.77435 0.1 0.1 -0.1
H -2.78360 -0.40588 2.50767 0.0 -0.2 0.1
H 2.94436 3.11067 0.16169 0.0 0.0 0.0
H -2.25766 2.57507 -4.32464 0.0 0.0 0.0
H -1.32367 -0.41160 4.77841 0.0 0.0 0.0
C 0.30032 -0.04965 -1.76801 0.3 0.2 0.0
H 2.24009 0.17576 4.55772 0.0 0.0 0.0
H -0.84100 -1.98200 5.44229 0.0 0.0 0.0
C 4.26749 -0.90291 1.98656 0.0 0.0 0.0
H -1.54383 4.10318 -0.35059 0.0 0.0 0.0
H -3.71160 -5.42919 -1.86705 0.0 0.0 0.0
C 1.81535 -1.45523 2.34258 0.1 0.0 0.1
H -3.53750 -1.07561 -3.70406 0.0 0.0 0.0
H 0.59856 3.71816 -2.20382 0.0 0.0 0.0
H 2.41971 -0.08532 -1.64362 0.0 0.0 0.0
N -3.62273 -2.03963 -3.40205 0.1 -0.1 -0.1
H -2.58460 -2.75330 -5.04175 0.0 0.0 0.0
Pd -2.38366 -1.29007 -0.77146 2.4 -0.7 0.3
H 5.18909 -0.63512 2.50537 0.0 0.0 0.0
C -0.87253 0.68530 -1.97795 0.2 0.4 0.0
C -1.94623 3.07492 -2.22984 -0.1 0.1 -0.1
N -4.19399 -3.46801 -1.64613 -0.1 -0.4 0.3
H 4.21389 0.90869 -2.61631 0.0 0.0 0.0
H -3.01493 -3.71360 4.30950 0.0 0.0 0.0
H 3.16005 2.68706 -4.13176 0.0 0.0 0.0
H 3.91960 0.56716 4.19208 0.0 0.0 0.0
H -2.27955 -4.09615 2.74658 0.0 0.0 0.0
H 2.51494 -1.44569 0.33001 0.0 0.0 -0.1
H -2.53405 -1.51651 5.43106 0.0 0.0 0.0
C -1.68486 4.34493 -1.40448 0.0 0.1 0.0
C 3.20240 3.37354 -3.28502 0.0 0.0 0.0
C 3.55076 -2.16501 3.99549 0.0 0.0 0.0
C 0.43555 -1.95963 0.43468 0.7 0.3 0.2
H 5.13801 2.19203 -1.83975 0.0 0.0 0.0
H -2.54609 5.00830 -1.48817 0.0 0.0 0.0
C -3.03054 -1.42753 2.83599 0.0 0.2 -0.1
C -2.98838 -4.28402 -3.56114 -0.1 0.2 0.1
H -2.87573 4.16434 -3.85942 0.0 0.0 0.0
C -3.30285 2.54198 -1.75991 0.1 -0.1 0.1
C -4.10066 -2.21306 -2.12756 -0.3 0.1 -0.3
H -3.67006 1.73318 -2.37777 0.0 -0.1 -0.1
H 4.16666 3.88311 -3.30420 0.0 0.0 0.0
H -2.52412 -5.10962 -4.07222 0.0 0.0 0.0
C -0.57044 -1.96139 2.61855 0.0 -0.2 0.0
C -3.64629 -4.44298 -2.31434 0.2 -0.1 -0.3
C 4.19604 1.64334 -1.81050 0.0 0.0 0.0
O -1.72844 -2.83792 0.71053 -1.2 0.9 -0.7
H -1.28842 -4.08885 4.21829 0.0 0.0 0.0
H 2.42559 4.12470 -3.42686 0.0 0.0 0.0
H -0.81549 4.90833 -1.74242 0.0 0.0 0.0
S -4.68169 -0.85512 -1.26633 0.0 -0.2 0.4
H 0.76504 -1.43265 4.18953 -0.1 0.0 0.0
H -1.13768 3.91700 -4.07415 0.0 0.0 0.0
O -2.02344 0.04219 -2.16292 -0.8 0.2 -0.3
C -2.05805 3.45630 -3.71285 0.0 0.0 0.0
C -0.76988 2.10652 -2.07523 -0.1 -0.5 0.1
H 3.68468 -3.12079 3.48772 0.0 0.0 0.0
H -3.25404 2.16996 -0.73267 0.0 0.0 0.0
C 3.13947 -1.07233 3.00202 -0.1 0.0 0.0
C 0.50450 2.64779 -2.08487 0.3 -0.1 0.1
H 2.80035 -2.29957 4.77417 0.0 0.0 0.0
C 1.67011 -1.61769 0.98335 0.0 0.1 -0.3
H 4.49211 -1.89994 4.48109 0.0 0.0 0.0
C -1.81465 -2.10911 3.48794 0.0 0.0 0.2
C 0.66686 -1.61476 3.12790 -0.1 0.1 0.1
H -4.02257 3.36075 -1.78752 -0.1 0.0 0.0
```
Forces are in eV/Å.

=====

# 3
Below is C32H45AsClN6O4PbSSi3 as an isolated structure, with properties calculated with ωB97M-V/def2-TZVPD.

Calculated values
**Orbital gap**: 7.339 eV
**HOMO level**: -4.99 eV
**Net charge**: -1
**Relative energy (zero: lowest compared OMol25 entry of this formula, charge and spin)**: 0.0 kJ/mol
**DFT total energy**: -164129.24620 eV

Structure (XYZ):
```
94
Properties=species:S:1:pos:R:3:forces:R:3
H 3.00054 3.71842 -1.53054 0.0 0.0 -0.1
C 0.61440 -5.39201 2.52609 0.0 0.0 0.1
H 1.74141 8.21847 0.07314 0.0 0.0 0.0
H -0.28376 1.49806 -6.08020 0.0 0.0 0.0
C 1.31875 2.48662 -5.03520 0.0 0.0 0.0
H -2.07132 -5.81913 1.14732 0.0 0.0 0.0
H 4.69203 5.15912 -0.43465 0.0 0.0 0.0
H 1.58123 -2.01322 -3.43464 -0.1 0.0 0.0
H 0.23895 -5.66480 1.53979 0.0 0.0 0.0
H -4.05170 -2.72664 3.50054 0.0 0.0 0.0
H -2.50991 1.44985 -3.46440 0.1 0.0 0.0
C 1.84807 1.25454 2.73180 -0.2 -0.2 -0.2
C 1.60998 0.18085 -3.59906 0.2 0.0 0.0
O -1.88653 0.54714 -2.47349 0.0 0.0 0.0
H 1.88964 -2.64968 3.78210 0.0 0.0 0.0
C -2.72567 -5.10994 0.63502 0.0 -0.1 -0.1
C -1.70711 -4.35359 4.22376 0.1 -0.1 0.1
O -2.57727 4.18570 -4.86285 0.0 0.0 0.0
H 2.28477 4.37817 1.68740 0.0 0.0 0.0
H 2.91441 3.15417 -3.77817 0.0 0.0 0.1
N 2.41163 -2.44995 -1.25602 0.1 -0.1 0.2
H -1.40545 -5.06707 4.99820 0.0 0.0 0.0
H 0.00519 -0.60983 -4.78428 0.0 0.0 0.0
Si -1.72813 -3.69101 -0.10861 0.0 0.0 0.1
H -3.48828 -4.78132 1.34138 0.0 0.0 0.0
H 1.37122 -3.67004 5.14105 0.0 0.0 0.0
C -4.08536 -2.11248 2.59941 -0.1 0.1 0.1
Cl -0.53686 6.09945 -3.70805 0.0 0.0 -0.1
H -2.04563 0.45722 0.45627 0.0 0.0 0.0
H -1.82648 -1.21318 4.74104 0.0 0.0 0.0
O -2.86370 2.09898 -4.17844 -0.1 0.1 -0.1
H -0.90779 -4.84576 -2.12024 0.0 0.0 0.0
H -3.22520 -5.65135 -0.17603 0.0 0.0 0.0
C -2.27439 3.27199 -4.12590 0.0 0.0 0.0
C -0.45154 4.58600 -2.93455 0.0 0.0 0.2
H 0.08268 -5.29856 -0.73447 0.0 0.0 0.0
H -1.04504 0.14918 3.91367 0.0 0.0 0.0
As -0.65248 -2.33547 1.47980 0.1 0.1 -0.1
C 0.61757 1.51627 2.04825 0.3 0.3 0.3
H 1.24567 3.42326 -5.57231 0.0 0.0 0.0
H 0.34067 -3.73443 -1.50922 0.0 0.0 0.0
S 3.36918 -1.30929 1.05461 0.0 0.0 0.0
N 3.10731 -3.84252 0.37299 0.0 0.0 -0.1
H -0.10215 3.38848 1.06423 0.0 0.0 0.0
Si -0.20067 -3.83860 3.21749 -0.1 0.1 0.0
H 4.06272 7.41684 0.35531 0.0 0.0 0.0
C 2.24512 2.33456 -4.01755 0.0 0.0 0.0
C 1.02353 -2.98982 4.35709 0.0 0.0 0.0
C 2.65827 2.38181 2.61267 0.1 0.0 0.1
N 0.48874 4.33349 -1.98979 0.1 0.0 -0.1
H 1.69346 -5.24625 2.44420 0.0 0.0 0.0
H -4.90647 -1.39633 2.71222 0.0 0.0 0.0
H -2.47271 -4.82606 3.60669 0.0 0.0 0.0
C -2.85161 -2.59761 -1.12872 -0.1 0.0 -0.1
H 3.66341 2.47775 2.99863 0.0 0.0 0.0
C 2.75152 4.72156 -1.21594 0.0 0.0 0.0
C -0.88833 1.06024 -1.91804 0.0 0.1 0.1
H -2.75147 0.24014 4.36182 0.0 0.0 0.0
C 0.64006 0.24703 -4.60141 0.0 0.0 0.0
H 2.12037 0.31536 3.19055 0.0 0.0 0.0
H -3.14800 1.14866 1.65928 0.0 0.0 0.0
H -3.19874 -3.15323 -2.00622 0.0 0.0 0.0
Si -2.49387 -1.13833 2.33463 0.1 -0.1 -0.1
C -1.96629 -0.42925 3.99413 -0.2 0.1 0.0
C -2.88628 0.23624 1.11460 0.0 0.1 0.1
C -0.57645 2.50501 -2.23191 0.0 0.0 0.0
C 0.67704 2.87248 1.60596 -0.3 -0.2 -0.1
H -2.34519 -1.69669 -1.48493 0.0 0.0 0.0
C 3.33060 6.79189 -0.13994 0.0 0.0 0.0
C 3.68691 5.52865 -0.58895 0.0 0.0 0.0
N 0.42767 3.05688 -1.58375 -0.1 0.1 0.1
H -2.15404 -3.49323 4.72369 0.0 0.0 0.0
C 1.08323 6.44186 -0.92051 0.0 0.0 0.0
H 0.44620 -6.23856 3.19815 0.0 0.0 0.0
H -4.32973 -2.75550 1.75353 0.0 0.0 0.0
C 1.93143 3.38318 1.92226 0.0 0.1 0.0
H -3.73490 -0.03133 0.48135 0.0 0.0 0.0
Pb 2.06044 1.02186 -0.02003 0.2 -0.1 0.0
C 0.48384 1.41641 -5.32077 0.0 0.0 0.0
H 2.59875 -4.54242 -0.14558 0.0 0.0 0.0
C -0.42358 -4.45860 -1.21741 -0.1 0.0 -0.1
C 2.91396 -2.55109 -0.04970 -0.1 0.0 -0.1
C -1.18507 3.43296 -3.12061 0.0 0.0 -0.1
C 1.46020 5.19324 -1.39140 -0.1 0.0 0.0
H 0.05943 6.76919 -1.02966 0.0 0.0 0.0
C 1.81531 -1.09617 -2.89349 0.0 0.1 0.0
H -3.73765 -2.28810 -0.56833 0.0 0.0 0.0
H 0.58377 -2.11324 4.83805 0.0 0.0 0.0
O -0.13060 0.49146 -1.10414 -0.1 -0.1 0.0
N 2.25535 -1.17137 -1.69961 0.0 0.1 -0.2
H -0.22872 0.85420 1.98629 -0.1 0.0 0.0
H 3.18821 -3.96836 1.36623 0.0 0.0 0.0
C 2.02908 7.24476 -0.30109 0.0 0.0 0.0
N 2.39815 1.22175 -3.30196 0.0 0.0 0.0
```
Forces are in eV/Å.

=====

Question: Which of these has the lowest DFT total energy?
Answer: C32H44GeN7O6PS2Ti

=====

Question: Which of these has the lowest DFT total energy?
Answer: C32H44GeN7O6PS2Ti

=====

Question: The highest DFT total energy belongs to which entry?
Answer: C32H44N2O2PdSSe